ORCA calculation (the ωB97M-V functional and the def2-TZVPD basis) on an isolated molecule of CHClINO in a non-equilibrium geometry.

Calculated values
* ΔE to the lowest compared entry with this formula, charge and spin: 47.0 kJ/mol
* Kohn-Sham gap: 8.39 eV
* SMILES: O=CN(Cl)I
* E_LUMO: -1.3 eV
* HOMO: -0.354 Eh

Last column: Löwdin charge in e.
Atoms and positions in Å:
C  0.319  -0.782  -0.202  -0.55
N  -0.143  0.454  0.187  -0.95
O  1.370  -0.880  -0.748  0.02
Cl  0.740  1.847  -0.617  0.52
I  -1.838  0.900  1.181  0.84
H  -0.448  -1.539  0.199  0.13